Record 1
2 unconnected molecules or ions with the total composition CH5INP in a non-equilibrium geometry, computed with wB97M-V/def2-TZVPD.

The geometry in XYZ format:
```
9
Properties=species:S:1:pos:R:3:forces:R:3
C 1.4344 0.9473 0.6126 -1.1 -3.0 0.5
N -1.3614 -1.4069 -0.0598 1.1 0.8 -0.4
P -0.0492 -0.6549 -0.8852 0.9 0.4 1.8
I -1.0934 1.3328 -1.7679 -0.2 0.2 -0.2
H 0.6078 1.6340 0.7371 0.6 0.3 -0.1
H 2.2249 1.0091 -0.0969 0.0 0.8 -0.9
H 1.9112 0.4953 1.5312 -1.2 0.4 -0.8
H -1.4333 -2.4025 -0.1642 0.1 -0.2 -0.1
H -2.2410 -0.9541 0.0931 -0.2 0.2 0.2
```
Forces are in eV/Å.

DFT total energy in eV: -19996.0926
Gap between HOMO and LUMO (alpha / beta) in eV: 7.847 / 7.846
Lowest unoccupied orbital energy (alpha / beta) in Eh: 0.002 / 0.002

These are the Löwdin partial charges, in e, on atoms 1 to 8:
1. C -0.14
2. N -0.37
3. P 0.36
4. I 0.28
5. H -0.08
6. H -0.05
7. H 0.00
8. H 0.00

---

Record 2
2 unconnected molecules or ions with the total composition CH5IOSi in a non-equilibrium geometry, computed with wB97M-V/def2-TZVPD.

The geometry in XYZ format:
```
9
Properties=species:S:1:pos:R:3:forces:R:3
C 1.7378 0.6887 -0.0492 0.9 1.1 1.6
O -0.7034 -1.2982 -0.1056 -7.4 -1.7 0.6
Si 0.7381 -0.9206 -0.2013 8.0 3.0 -0.6
I -5.3646 0.6549 0.1085 1.0 -0.8 0.4
H 2.6356 0.5436 0.7021 -2.0 0.2 -1.2
H 2.2316 0.9905 -0.9789 -0.4 -0.3 -0.1
H 1.1025 1.5491 0.2759 0.6 -0.7 -0.1
H -4.1254 -0.3259 0.6725 -0.9 0.7 -0.4
H 1.7479 -1.8819 -0.4241 0.3 -1.6 -0.2
```
Forces are in eV/Å.

DFT total energy in eV: -19138.6309
Gap between HOMO and LUMO (alpha / beta) in eV: 5.932 / 5.983
Lowest unoccupied orbital energy (alpha / beta) in Eh: 0.010 / -0.149
Multiplicity: 3

These are the Löwdin partial charges, in e, on atoms 1 to 8:
1. C -0.30
2. O -0.22
3. Si 0.49
4. I 0.30
5. H 0.06
6. H 0.00
7. H 0.02
8. H -0.30

---

Taking the records one at a time from the top gives energy relative to the best compared isomer or geometry (same formula, charge and spin) values of 53.85, 57.08 kcal per mole.